## w
22
Properties=species:S:1:pos:R:3 method="wB97M-V/def2-TZVPD" charge=-1 spin_multiplicity=1 gap_ev=3.9
C 3.81045 -0.89148 -0.45126
C 2.32895 -0.74046 -0.15486
N 2.07584 0.63354 0.18945
C 0.69462 0.97492 0.13213
C -0.29937 0.12251 0.91243
C -3.58013 -0.33869 0.01174
C -3.45232 1.00655 -0.48303
O -3.15562 2.01013 0.16571
H 4.15921 -1.86648 -0.85798
H 4.12562 -0.22005 -1.26433
H 4.36625 -0.60065 0.44972
H 2.12592 -1.36853 0.73878
H 1.69561 -1.14726 -0.97337
H 0.53610 1.95782 0.58897
H 0.34750 1.11564 -0.92510
H -1.13575 0.66588 1.36622
H 0.35917 -0.20138 1.75422
H -0.74319 -0.72963 0.38198
H -4.06863 -0.38585 0.98590
H -3.72912 -1.28311 -0.49793
H -2.52252 0.14708 -0.58742
H -3.93859 1.13949 -1.48197

***

## x
22
Properties=species:S:1:pos:R:3 method="wB97M-V/def2-TZVPD" charge=-1 spin_multiplicity=1 gap_ev=6.2
C -0.04814 2.26184 -0.40896
N -0.84830 2.56340 0.57253
C -1.75403 -1.43579 -1.05523
C -0.89264 -2.65351 -0.60096
O 0.41495 -2.39928 -0.35618
C 0.90610 1.08855 -0.65073
C 1.46407 0.97118 1.91695
C 1.06456 0.23666 0.60183
H -1.21476 1.53708 0.25481
H 0.23223 3.11456 -1.07735
H -1.51110 -1.16740 -2.09231
H -1.48139 -0.57816 -0.43895
H -2.82331 -1.68545 -1.00024
H -1.35985 -3.07212 0.32433
H -1.02715 -3.42598 -1.40459
H 0.50512 0.52201 -1.50924
H 1.86950 1.55546 -0.86989
H 0.61440 1.60920 2.15839
H 1.63290 0.14309 2.60381
H 2.35483 1.60002 1.82720
H 1.77819 -0.54593 0.35405
H 0.12381 -0.23942 0.85075

***

Result of the stability comparison: w is the least stable of them.

***

## w
30
Properties=species:S:1:pos:R:3 method="wB97M-V/def2-TZVPD" spin_multiplicity=1 gap_ev=9.3
C -1.49715 -0.44833 2.59081
C -2.16564 1.36559 0.80621
C -2.37723 0.74159 -0.61216
C -0.99431 0.48219 -1.04157
C -0.59674 -0.26197 -2.32033
C 1.06967 -0.69556 -2.17647
C 1.57644 -0.22196 -0.80203
C 3.02239 -0.50723 -0.64395
C 3.72553 -0.42731 0.53319
C 1.81049 0.46895 1.59869
C 0.97030 0.18602 0.30207
C -0.38351 -0.02734 0.30774
H -2.40168 -0.16543 3.44946
H -0.66766 -0.73791 3.11743
H -2.00749 -1.51231 1.85407
H -3.11092 1.41594 1.48602
H -2.29554 2.43948 0.73643
H -2.75818 1.21844 -1.60712
H -3.06111 -0.24932 -0.51079
H -0.53291 1.53103 -0.88543
H -1.05265 -1.20097 -2.26987
H -0.45300 0.28739 -3.41742
H 1.11161 -2.09788 -1.97617
H 1.71761 -0.58389 -3.47079
H 3.60938 -1.13982 -1.49877
H 4.94884 -0.33996 0.58190
H 1.22077 0.74525 2.57446
H -0.48181 -1.10366 0.10966
N -1.04534 0.74790 1.50532
N 3.09983 0.09109 1.67942

***

## x
30
Properties=species:S:1:pos:R:3 method="wB97M-V/def2-TZVPD" smiles=Cc1c[nH]cn1.CCc1ccccc1 spin_multiplicity=1 gap_ev=9.0
C 0.58265 2.20256 0.02708
C 0.64483 3.56876 -0.86198
C 1.49080 1.15759 -0.48057
C 1.23599 0.59830 -1.70536
C 2.46216 0.56356 0.36345
C 1.89682 -0.62655 -2.09086
C 3.00330 -0.56071 0.05855
C 2.81875 -1.19067 -1.25194
H 0.85557 2.52788 1.01221
H -0.29413 1.63300 0.32948
H -0.24972 3.59563 -1.30518
H 0.56832 1.07772 -2.53133
H 2.50624 0.87697 1.42578
H 1.67800 -1.04017 -3.11973
H 3.34613 -1.14078 0.95615
H 3.31778 -2.20407 -1.46757
H 1.38682 3.25946 -1.57558
H 0.69798 4.32374 -0.21000
C -2.19363 -1.54829 -1.13632
C -2.91639 -0.14020 1.01730
C -2.16618 -1.12754 0.28656
C -1.83545 -1.35731 2.41293
N -2.75343 -0.33504 2.29243
N -1.45998 -1.95920 1.22144
H -3.63034 0.59902 0.43360
H -3.15533 0.14469 2.94375
H -2.58938 -2.53385 -1.20197
H -1.05404 -1.58149 -1.54663
H -1.48026 -1.82372 3.36970
H -2.55167 -0.89134 -1.94287

***

Result of the stability comparison: w is the least stable of them.

***

## w
16
Properties=species:S:1:pos:R:3 method="wB97M-V/def2-TZVPD" spin_multiplicity=1 gap_ev=9.6
C -2.40567 0.93424 -0.55043
C 0.51095 -0.46199 -1.17244
C 0.26247 -0.17584 1.27792
H -2.63686 0.32424 0.32273
H -2.43297 0.23816 -1.42424
H -3.17173 1.68307 -0.71388
H 0.76162 0.18173 -2.01798
H -0.33826 -1.08245 -1.49536
H 1.29341 -1.14950 -0.79222
H -0.68647 -0.17954 1.85904
H 3.13211 -0.99740 1.71934
H 2.57181 0.00343 0.49098
N 0.27346 0.44351 -0.03117
N 1.26125 -0.68343 1.77766
N 2.40446 -0.80672 1.03073
S -0.79960 1.72849 -0.28068

***

## x
16
Properties=species:S:1:pos:R:3 method="wB97M-V/def2-TZVPD" smiles="CN/C(=N/N)SC" spin_multiplicity=1 gap_ev=8.8
C -1.70864 -0.52212 1.24167
C 0.82617 -0.28810 0.22023
C -0.67727 1.92670 -1.04105
H -2.16140 -1.59103 0.92890
H -2.03006 0.11615 0.29706
H -2.14255 -0.20864 2.10041
H 0.25919 -1.14021 1.98445
H -1.79195 1.79025 -0.74908
H -0.76674 2.40384 -1.86242
H -0.19446 2.55226 -0.17591
H 3.42659 -1.85518 -0.54229
H 2.62449 -0.81069 -1.84159
N -0.20628 -0.27145 1.37551
N 1.80671 -1.02804 0.29972
N 2.52664 -1.37086 -0.81871
S 0.20956 0.29710 -1.41689

***

Result of the stability comparison: x is the least stable of them.